Formula: C28H60BMg2N2O26
Source: the Open Molecules 2025 dataset
Level of theory: ωB97M-V/def2-TZVPD

Structure (XYZ):
```
119
Properties=species:S:1:pos:R:3:lowdin_charge:R:1
Mg -0.236 0.413 -3.007 0.561
Mg 1.793 -1.040 2.342 0.539
O -1.321 -7.458 -1.697 0.126
C -0.367 -6.672 -1.602 -0.333
O 0.596 -6.527 -0.694 0.222
B 1.329 -5.245 -0.892 -0.779
O 0.764 -4.750 -2.188 0.209
C -0.125 -5.566 -2.674 -0.378
O -0.781 -5.338 -3.690 0.114
O 2.789 -5.403 -0.803 0.293
C 3.312 -4.486 -0.137 -0.394
O 4.528 -4.275 -0.011 0.129
C 2.181 -3.611 0.485 -0.251
O 1.073 -4.290 0.230 0.235
O 2.321 -2.614 1.195 0.090
N 0.030 0.409 0.196 -0.515
O 0.880 -0.162 0.823 0.027
O -0.866 1.052 0.762 0.034
O 0.059 0.451 -0.999 0.034
N 2.557 -1.227 -2.818 -0.669
O 3.220 -1.913 -3.564 0.043
O 1.478 -0.820 -3.218 -0.061
O 2.971 -0.876 -1.795 0.050
C -4.174 -2.712 1.074 -0.114
O -3.818 -1.427 1.541 -0.239
C -4.826 -0.383 1.267 -0.103
C -4.239 1.087 1.688 -0.159
O -4.501 2.124 0.764 -0.250
C -5.815 2.370 0.352 -0.083
H -4.265 -2.730 -0.012 0.081
H -5.178 -2.924 1.442 0.085
H -3.567 -3.511 1.501 0.088
H -5.796 -0.635 1.694 0.120
H -4.858 -0.358 0.178 0.106
H -3.166 1.118 1.878 0.098
H -4.620 1.239 2.698 0.111
H -6.017 1.916 -0.619 0.091
H -5.671 3.443 0.227 0.096
H -6.421 2.186 1.238 0.103
C -2.934 1.490 -1.973 0.001
O -1.702 1.649 -2.761 -0.231
C -1.177 2.948 -2.473 -0.125
C 0.033 3.160 -3.448 -0.098
O 0.871 2.001 -3.408 -0.256
C 2.298 2.240 -3.384 -0.001
H -3.330 0.482 -2.100 0.102
H -3.696 2.167 -2.357 0.104
H -2.734 1.753 -0.934 0.073
H -0.833 3.120 -1.453 0.106
H -1.928 3.688 -2.750 0.144
H 0.644 3.975 -3.059 0.102
H -0.273 3.374 -4.472 0.142
H 2.943 1.366 -3.294 0.102
H 2.548 3.011 -2.656 0.091
H 2.605 2.603 -4.364 0.097
C 4.305 -1.708 4.309 0.015
O 2.915 -1.842 3.810 -0.256
C 2.009 -2.395 4.796 -0.106
C 0.874 -3.086 3.936 -0.067
O 0.318 -2.019 3.090 -0.247
C -0.944 -2.353 2.601 -0.068
H 4.988 -1.270 3.581 0.093
H 4.596 -2.752 4.415 0.108
H 4.474 -1.171 5.242 0.104
H 1.700 -1.693 5.570 0.130
H 2.558 -3.122 5.394 0.132
H 0.068 -3.464 4.565 0.138
H 1.281 -4.014 3.535 0.144
H -1.732 -2.149 3.325 0.114
H -1.003 -3.271 2.017 0.113
H -1.190 -1.653 1.802 0.082
C -1.987 4.095 1.320 -0.054
O -1.112 5.265 1.324 -0.168
C 0.165 5.086 1.856 -0.197
C 0.924 3.868 1.161 -0.138
O 1.009 3.955 -0.311 -0.217
C 1.525 5.206 -0.794 -0.090
H -1.909 3.556 0.376 0.064
H -3.029 4.328 1.541 0.086
H -1.778 3.459 2.180 0.082
H 0.135 4.922 2.933 0.114
H 0.760 5.998 1.820 0.121
H 0.610 2.845 1.365 0.091
H 1.977 3.884 1.445 0.100
H 1.770 5.098 -1.851 0.067
H 2.481 5.422 -0.318 0.092
H 0.880 6.075 -0.664 0.096
C 0.503 0.621 -6.015 0.011
O -0.331 0.164 -4.899 -0.247
C -1.330 -0.772 -5.261 -0.120
C -1.682 -1.765 -4.080 -0.099
O -1.357 -1.154 -2.809 -0.232
C -1.531 -2.177 -1.774 -0.002
H -0.146 1.148 -6.715 0.105
H 1.080 -0.183 -6.472 0.117
H 1.245 1.392 -5.806 0.085
H -1.187 -1.407 -6.135 0.143
H -2.207 -0.176 -5.512 0.131
H -1.138 -2.698 -4.223 0.126
H -2.723 -2.083 -4.142 0.139
H -2.313 -2.929 -1.880 0.109
H -1.749 -1.676 -0.831 0.084
H -0.615 -2.733 -1.573 0.095
C 4.570 -0.331 1.028 -0.050
O 3.500 -0.149 1.944 -0.246
C 3.340 1.262 2.227 -0.103
C 2.540 1.352 3.529 -0.146
O 1.463 0.477 3.474 -0.239
C 0.415 0.758 4.381 -0.020
H 4.396 0.230 0.110 0.101
H 4.666 -1.349 0.648 0.103
H 5.576 -0.119 1.388 0.106
H 2.846 1.854 1.457 0.121
H 4.351 1.654 2.346 0.144
H 2.142 2.347 3.727 0.138
H 3.172 1.082 4.376 0.140
H -0.066 1.729 4.260 0.107
H 0.672 0.657 5.436 0.109
H -0.325 -0.009 4.155 0.100
```

Results
* net charge: +1
* spin multiplicity: 1
* orbital gap: 0.299 Ha
* HOMO level: -10.29 eV
* energy: -97780.7920 eV